# C5H22NO8

7 unconnected molecules or ions with the total composition C5H22NO8 in a non-equilibrium geometry (the ωB97M-V functional and the def2-TZVPD basis, OMol25).

Cartesian coordinates (Å):
C 1.187 0.002 0.110
O 0.978 1.893 1.629
H 1.259 -3.182 -2.463
H -2.320 -0.417 2.338
H -0.263 1.522 -0.287
O 0.789 2.275 -3.024
H 0.738 -0.937 0.506
H 2.873 0.542 -1.172
H 2.420 -0.997 -2.825
N 0.180 0.701 -0.750
H 3.183 -0.860 -0.081
H -4.015 0.832 1.162
H -2.350 -1.318 3.589
O -3.114 0.583 1.106
H -1.022 -3.522 0.988
O -0.834 -2.595 0.844
H 0.203 2.388 -3.779
H -1.218 -2.129 1.636
H 2.844 0.917 2.739
C 2.416 -0.370 -0.733
H -0.661 2.602 1.462
H 0.561 0.976 -1.667
H -2.578 1.403 1.054
H -1.709 -1.625 -0.407
H -0.645 0.022 -0.963
O -1.452 2.701 0.846
H -1.721 3.623 0.879
H 1.186 -2.903 -0.719
C 1.562 0.895 1.287
H -2.553 -0.342 -0.276
C 1.476 -2.485 -1.676
C 2.084 -1.321 -1.854
O 2.626 0.414 1.917
O -1.968 -0.831 -0.911
H 1.636 2.597 -3.342
O -1.778 -1.055 2.837

Its LUMO energy is -2.4482 eV. The value obtained for the HOMO energy is -12.832 eV. The calculation puts the HOMO-LUMO gap at 0.3816 hartree. As for the net charge: +1.

Mulliken population analysis, charges in e, atoms 1 to 2: 0.5034 -0.6832

***

# C5H23N2O5

5 unconnected molecules or ions with the total composition C5H23N2O5 in a non-equilibrium geometry (the ωB97M-V functional and the def2-TZVPD basis, OMol25).

Cartesian coordinates (Å):
O -0.597 1.108 3.119
H 1.029 0.881 1.361
H 2.198 -0.460 1.460
H 3.315 0.287 -1.886
C -1.208 -0.466 -2.390
C 2.118 0.683 1.399
O -1.235 2.418 0.802
H -0.285 -2.457 -1.186
C 1.247 0.565 -1.646
H -0.763 2.198 1.602
H 0.078 -1.215 1.946
H -0.159 -1.262 -0.097
N 0.319 -1.686 -0.868
H -0.592 -2.347 2.629
H -1.692 0.296 -1.933
H -3.335 -0.329 0.294
H 3.955 1.183 0.286
H -1.459 0.832 3.345
O -0.502 -1.907 1.711
O -2.955 0.067 1.093
C 0.269 -0.732 -2.049
O -1.804 -1.758 -2.111
C 2.907 1.122 0.152
H -1.339 -0.385 -3.462
H -2.439 -1.718 -1.427
H -1.240 3.317 0.714
H 0.698 1.005 -0.816
H -0.010 1.431 3.875
H 2.637 0.982 2.360
H 2.540 2.178 0.142
H 0.938 -1.193 -2.886
H -2.779 0.973 0.691
H 1.278 -2.032 -0.622
H 1.248 1.219 -2.594
N 2.671 0.280 -1.062

Its LUMO energy is -2.6036 eV. The value obtained for the HOMO energy is -12.558 eV. The calculation puts the HOMO-LUMO gap at 0.3658 hartree. As for the net charge: +1.

Mulliken population analysis, charges in e, atoms 1 to 2: -0.5835 -0.3946

***

# C5H23N2O6

6 unconnected molecules or ions with the total composition C5H23N2O6 in a non-equilibrium geometry (the ωB97M-V functional and the def2-TZVPD basis, OMol25).

Cartesian coordinates (Å):
O -1.806 -1.502 -1.931
C -1.836 0.338 0.279
H 0.315 0.599 1.092
N 0.020 2.719 1.783
H 1.009 -0.158 -3.172
N -0.105 1.923 -0.532
O 1.666 -1.075 3.176
O 0.652 -0.578 -3.980
H -1.607 -1.605 -1.010
H 0.259 3.723 0.017
H -1.125 -0.683 2.820
H -0.807 1.914 -1.243
H 2.031 -0.836 2.326
O -0.847 -1.521 2.825
H 0.792 -1.461 2.938
H 0.207 -1.407 -3.767
H -0.657 2.168 2.336
H -0.145 -0.470 -1.905
H -2.234 -0.586 0.803
C 0.312 -0.467 -0.846
H -1.698 -2.354 -2.279
C -0.264 0.542 0.073
H 0.973 2.281 1.881
O 3.451 0.837 -0.665
H 0.689 -2.678 -1.000
H -2.078 0.326 -0.886
O -0.849 -2.326 0.224
C 0.327 -1.971 -0.357
H 1.160 -2.087 0.538
H -1.516 3.323 0.359
H 2.748 1.087 -1.272
C -0.430 2.980 0.459
H 1.381 -0.191 -1.088
H -0.826 -1.919 1.698
H -2.440 1.137 0.618
H 3.277 -0.024 -0.312

Its LUMO energy is 3.2419 eV. The value obtained for the HOMO energy is -5.042 eV. The calculation puts the HOMO-LUMO gap at 0.3044 hartree. As for the net charge: -1.

Mulliken population analysis, charges in e, atoms 1 to 2: -0.6682 -1.6897

***

# C5H23NO5S

6 unconnected molecules or ions with the total composition C5H23NO5S in a non-equilibrium geometry (the ωB97M-V functional and the def2-TZVPD basis, OMol25).

Cartesian coordinates (Å):
H -0.502 3.357 -1.510
C -1.620 1.556 -1.633
H 0.902 -0.735 0.940
O -0.343 -1.942 -1.941
O 0.426 -1.383 3.175
C -0.285 2.251 -1.708
H 2.560 -0.330 -2.687
H -1.445 2.152 0.613
O 0.934 -3.258 0.123
H -1.082 -1.465 -2.137
H 2.132 -1.485 -0.119
H 1.528 2.480 -0.573
C 0.718 1.704 -0.603
H -0.869 -2.187 0.246
H 2.103 1.443 -2.439
H 1.366 -4.075 0.263
H -1.523 0.518 -1.750
H 1.145 -1.859 3.263
C 1.638 -0.466 0.259
C 2.208 0.515 -1.970
H -2.125 -2.167 1.035
O 0.806 1.258 3.011
H 3.208 0.363 -1.488
N 1.158 0.359 -0.901
S -2.495 1.769 -0.011
H -2.236 1.882 -2.418
H 2.144 0.267 0.947
O -1.169 -2.362 1.182
H 0.222 2.221 -2.732
H 1.555 0.913 2.467
H 0.499 -3.441 -0.691
H 0.461 0.693 3.639
H -0.058 -1.734 2.460
H 0.267 1.879 0.438
H 0.381 -1.383 -1.768

As for the structure (SMILES): CN(C)CCCS.O.O.O.O.O. Its LUMO energy is 0.4145 eV. The value obtained for the HOMO energy is -8.800 eV. The calculation puts the HOMO-LUMO gap at 0.3386 hartree.

Mulliken population analysis, charges in e, atoms 1 to 2: 0.3598 -0.0379

***

# C5H23O8

8 unconnected molecules or ions with the total composition C5H23O8 in a non-equilibrium geometry (the ωB97M-V functional and the def2-TZVPD basis, OMol25).

Cartesian coordinates (Å):
H 3.358 -1.446 -0.031
O -3.708 0.709 -2.120
H -2.168 -0.971 0.968
H -0.481 1.254 -2.334
O 1.269 1.363 0.994
O 2.921 -2.150 0.472
C 1.900 -0.021 -2.126
O -0.421 -0.227 1.295
H 2.778 -1.708 1.422
H 2.249 0.713 1.913
H -1.115 -3.126 -0.257
H 0.399 0.349 0.793
H 0.222 -2.619 0.820
C -0.508 -2.182 0.003
H 2.326 -0.521 -2.930
H -0.400 -1.944 -2.198
H -0.536 1.354 2.668
H 1.583 -0.866 2.040
C 0.979 -0.592 -1.343
O -0.967 1.734 3.516
H 2.144 1.097 -1.827
C -1.195 -0.916 0.478
H -0.837 2.713 -1.965
H -3.333 0.310 -2.872
H 0.683 -0.031 -0.425
H -2.958 1.303 -1.760
C 0.201 -1.912 -1.322
H 0.909 -2.820 -1.522
H -1.818 2.241 1.849
O 2.286 -0.256 2.421
H 0.999 2.318 0.969
O -1.146 1.916 -2.521
H -0.679 1.890 0.652
H -1.698 1.136 3.820
H -1.613 -0.456 -0.400
O -1.624 2.362 0.861

Its LUMO energy (spin up / spin down) is 0.1223 / -5.1230 eV. The value obtained for the HOMO energy (spin up / spin down) is -10.379 / -10.371 eV. The calculation puts the HOMO-LUMO gap (spin up / spin down) at 0.3859 / 0.1928 hartree. Its spin multiplicity is 2.

Mulliken population analysis, charges in e, atoms 1 to 2: 0.3063 -0.6516

***

# C5H24FN11O5

7 unconnected molecules or ions with the total composition C5H24FN11O5 in a non-equilibrium geometry (the ωB97M-V functional and the def2-TZVPD basis, OMol25).

Cartesian coordinates (Å):
N 8.846 0.759 20.647
H 6.007 1.580 19.840
N 7.499 2.802 15.620
O 7.616 6.057 19.231
H 9.930 1.397 17.010
N 12.147 1.876 18.102
H 7.291 5.039 22.262
N 9.383 5.478 17.007
O 11.102 0.670 20.960
H 8.055 3.272 20.778
H 10.511 -1.107 22.714
H 8.849 -0.682 22.747
H 11.419 2.534 18.283
H 3.173 2.208 18.046
H 7.190 3.769 15.539
C 5.151 1.609 18.001
O 12.828 -0.009 16.870
C 9.984 0.302 21.297
H 7.847 2.384 14.766
H 8.152 2.811 16.459
C 10.184 6.600 16.974
O 5.357 1.675 16.778
N 10.649 0.740 16.738
C 11.976 0.843 17.185
H 8.810 7.801 18.053
H 6.972 6.614 21.668
N 6.212 1.429 18.875
N 7.884 3.962 20.063
N 9.625 7.740 17.472
H 6.735 2.204 16.030
H 10.265 8.514 17.526
C 7.555 5.291 20.209
H 13.108 2.039 18.350
H 9.847 4.588 17.061
F 8.738 2.478 17.938
H 7.935 0.361 20.725
H 10.397 -0.017 16.133
H 7.119 1.650 18.455
H 9.074 1.332 19.838
H 3.792 1.874 19.563
N 9.766 -0.526 22.381
N 3.924 1.802 18.574
O 11.309 6.536 16.488
N 7.285 5.678 21.495
H 8.239 3.575 19.189
H 8.508 5.504 17.514

Its LUMO energy is -0.1379 eV. The value obtained for the HOMO energy is -9.018 eV. The calculation puts the HOMO-LUMO gap at 0.3264 hartree.

Mulliken population analysis, charges in e, atoms 1 to 2: -0.2427 0.2513

***

# C5H24N2O4

5 unconnected molecules or ions with the total composition C5H24N2O4 in a non-equilibrium geometry (the ωB97M-V functional and the def2-TZVPD basis, OMol25).

Cartesian coordinates (Å):
H 1.059 -1.845 1.856
C 1.854 0.964 -1.033
H 0.439 2.616 -0.745
H -3.779 -3.164 0.945
C -0.386 1.427 -2.405
H 3.132 1.430 0.771
H 0.892 0.411 2.338
O -2.840 -2.787 1.147
H 1.465 -3.582 0.162
H -1.885 -1.516 0.173
H 2.664 -0.236 2.502
H 0.309 -1.000 0.658
H -2.555 -3.617 1.454
H 1.836 -1.675 0.399
C 0.796 1.935 -1.579
O -1.071 2.085 2.494
H -0.167 0.339 -2.702
H -1.614 0.866 -0.893
H 1.493 0.029 -1.269
H 2.749 1.363 -1.523
H -1.277 3.171 2.571
H -1.807 2.458 -1.109
H -0.489 2.118 -3.300
N -1.648 1.626 -1.559
H 1.560 2.728 -2.171
O 1.121 -3.039 -0.606
H -1.614 -1.318 -1.293
C 2.069 1.105 0.636
H -1.785 1.654 2.753
N 1.209 -1.213 1.093
O -1.550 -0.881 -0.489
H -2.544 1.589 -2.169
H 1.737 2.100 0.907
C 1.786 0.024 1.705
H 1.254 -3.566 -1.369

Its LUMO energy is -5.9150 eV. The value obtained for the HOMO energy is -17.454 eV. The calculation puts the HOMO-LUMO gap at 0.4240 hartree. As for the net charge: +2.

Mulliken population analysis, charges in e, atoms 1 to 2: 0.4460 -0.6160

***

Number 1: M 224.23 g/mol, DFT total energy -23407.82252 eV. Number 2: M 191.25 g/mol, DFT total energy -18767.87816 eV. Number 3: M 207.25 g/mol, DFT total energy -20821.66521 eV. Number 4: M 209.31 g/mol, DFT total energy -28117.99345 eV. Number 5: M 211.23 g/mol, DFT total energy -21930.72706 eV. Number 6: M 337.32 g/mol, DFT total energy -34926.55917 eV. Number 7: M 176.26 g/mol, DFT total energy -16726.79030 eV.